{
  "formula": "H16LiO8",
  "method": "ωB97M-V/def2-TZVPD",
  "max_force_ev_per_a": 1.68,
  "total_charge": 1,
  "relative_energy_kcal_mol": 14.4,
  "homo_energy_ha": -0.5145,
  "e_tot_ev": -16841.4435,
  "species": ["Li", "O", "H", "H", "O", "H", "H", "O", "H", "H", "O", "H", "H", "O", "H", "H", "O", "H", "H", "O", "H", "H", "O", "H", "H"],
  "coordinates": [[-0.445000, 21.807000, 5.809000], [1.455000, 22.177000, 6.220000], [2.231000, 21.692000, 6.448000], [1.621000, 22.997000, 6.686000], [-3.596000, 22.851000, 7.703000], [-2.812000, 22.352000, 7.449000], [-3.671000, 22.930000, 8.665000], [0.212000, 21.680000, 3.660000], [0.634000, 20.857000, 3.407000], [-0.604000, 21.619000, 3.180000], [1.679000, 20.281000, 8.567000], [2.099000, 21.087000, 8.809000], [0.830000, 20.495000, 8.181000], [-2.390000, 20.938000, 5.523000], [-2.428000, 20.122000, 6.010000], [-2.342000, 20.607000, 4.613000], [-0.905000, 21.718000, 7.946000], [-0.754000, 22.580000, 8.332000], [-1.101000, 21.193000, 8.741000], [0.229000, 19.602000, 5.992000], [-0.157000, 18.920000, 5.441000], [0.724000, 19.174000, 6.663000], [-0.939000, 23.854000, 5.047000], [-0.196000, 24.452000, 5.014000], [-1.548000, 24.140000, 4.387000]],
  "atomic_forces_ev_per_a": [[0.017, -0.227, -0.374], [-0.529, 0.971, 0.075], [0.796, -1.176, -0.015], [-0.103, 0.565, -0.016], [-0.362, 0.296, -0.036], [-0.183, 0.030, 0.447], [0.292, -0.239, -0.419], [0.075, -0.329, 0.480], [0.570, -0.197, 0.058], [-0.747, 0.393, -0.608], [-0.159, -1.516, -0.299], [0.377, 0.982, 0.383], [-0.141, 0.592, -0.007], [0.493, 0.242, -0.925], [-0.158, -0.501, 0.743], [-0.296, 0.339, 0.083], [0.015, -0.422, 0.566], [0.078, 0.664, 0.026], [-0.129, -0.128, -0.423], [-0.927, 0.979, -1.000], [0.071, -0.313, 0.002], [0.953, -0.847, 0.950], [0.493, -0.869, 1.181], [0.260, 0.306, -0.217], [-0.756, 0.402, -0.657]]
}